1.
Entry from the Open Molecules 2025 dataset: a 10-piece molecular cluster, C35H63N9O4P2S overall in a non-equilibrium geometry (the ωB97M-V functional and the def2-TZVPD basis).

Positions of all 114 atoms, in Å:
C (6.2731, -0.5418, 1.1511)
C (5.0086, -0.7915, 1.4806)
P (3.5886, -0.6727, 0.3465)
C (2.0010, -0.1627, 1.1102)
C (1.9316, -0.4073, 2.6248)
C (0.6465, 0.1994, 3.1933)
C (-0.5709, -0.7224, 3.1057)
C (-1.8162, -0.0831, 3.7489)
C (-2.8665, 0.4364, 2.7409)
C (-2.2829, 0.9193, 1.4036)
C (-2.9819, 2.1541, 0.7980)
C (-2.8267, 2.1704, -0.7440)
C (-4.0302, 1.5994, -1.4952)
C (-4.1317, 0.0724, -1.5984)
C (-2.9882, -0.6249, -2.3488)
C (4.0281, 1.1203, -0.1403)
O (4.2718, 1.9512, 1.0086)
C (4.6426, 3.2118, 0.7290)
C (5.6297, 3.7490, 1.7213)
O (4.2224, 3.8243, -0.1983)
P (3.0874, -2.9645, 0.6624)
O (3.7351, -3.6645, -0.6729)
O (4.0000, -3.5926, 1.8630)
S (1.2279, -3.5296, 0.8451)
H (6.9525, -0.1454, 1.9001)
H (6.6822, -0.7143, 0.1608)
H (4.7871, -1.0506, 2.5134)
H (3.7341, -0.9964, -1.0145)
H (1.1415, -0.5815, 0.5834)
H (1.9736, 0.9208, 0.9784)
H (2.0341, -1.4622, 2.8907)
H (2.7768, 0.1154, 3.0867)
H (0.8239, 0.4392, 4.2467)
H (0.4395, 1.1450, 2.6816)
H (-0.7545, -1.0166, 2.0694)
H (-0.3121, -1.6416, 3.6429)
H (-1.4950, 0.7599, 4.3680)
H (-2.2991, -0.7997, 4.4158)
H (-3.3703, 1.2900, 3.2068)
H (-3.6454, -0.3072, 2.5630)
H (-2.3448, 0.1173, 0.6608)
H (-1.2223, 1.1630, 1.5062)
H (-4.0385, 2.1365, 1.0696)
H (-2.4857, 3.0446, 1.1939)
H (-1.8975, 1.6355, -0.9711)
H (-2.6537, 3.2066, -1.0392)
H (-4.0024, 1.9834, -2.5227)
H (-4.9404, 1.9657, -1.0163)
H (-4.2776, -0.3786, -0.6124)
H (-5.0464, -0.1277, -2.1661)
H (-2.0268, -0.1213, -2.2239)
H (-3.2098, -0.6775, -3.4176)
H (-2.8899, -1.6555, -2.0031)
H (4.9255, 1.1077, -0.7695)
H (3.2186, 1.5174, -0.7566)
H (6.5506, 3.1686, 1.7005)
H (5.1767, 3.7498, 2.7131)
H (5.8533, 4.7766, 1.4380)
H (3.1914, -4.4466, -0.8610)
H (4.7526, -4.0753, 1.4912)
C (4.0380, -1.4299, -5.0428)
C (3.7438, -0.5101, -3.9565)
N (3.5154, 0.1974, -3.0822)
H (4.2252, -0.8913, -5.9700)
H (4.9207, -2.0237, -4.8159)
H (3.2074, -2.1118, -5.2128)
C (-5.0429, 5.5071, -0.3030)
C (-5.7627, 4.3652, 0.2393)
N (-6.3111, 3.4528, 0.6666)
H (-3.9810, 5.2769, -0.3850)
H (-5.4184, 5.7558, -1.2939)
H (-5.1645, 6.3740, 0.3439)
C (1.0709, 2.6715, -2.0099)
C (0.0135, 3.6585, -2.1833)
N (-0.8238, 4.4320, -2.3151)
H (1.9616, 3.1360, -1.5866)
H (0.7387, 1.8794, -1.3387)
H (1.3365, 2.2239, -2.9658)
C (-0.5657, -5.8752, -2.1818)
C (-1.5540, -4.8118, -2.2722)
N (-2.3462, -3.9850, -2.3454)
H (0.3614, -5.4862, -1.7656)
H (-0.9259, -6.6711, -1.5324)
H (-0.3688, -6.2945, -3.1677)
C (-3.5138, -4.1609, 3.5020)
C (-4.2590, -2.9935, 3.9502)
N (-4.8273, -2.0624, 4.3053)
H (-2.5264, -3.8653, 3.1486)
H (-3.3925, -4.8703, 4.3186)
H (-4.0386, -4.6557, 2.6866)
C (-2.5610, -4.3471, -6.0260)
C (-2.7090, -5.5566, -6.8213)
N (-2.8265, -6.5141, -7.4422)
H (-3.1203, -4.4228, -5.0946)
H (-1.5147, -4.1769, -5.7773)
H (-2.9250, -3.4783, -6.5717)
C (5.6952, -5.2522, -4.6176)
C (4.8676, -4.7819, -5.7198)
N (4.2129, -4.4123, -6.5865)
H (5.9427, -4.4308, -3.9465)
H (5.1678, -6.0146, -4.0473)
H (6.6210, -5.6817, -4.9959)
C (-9.0940, 2.8202, 2.8427)
C (-9.6628, 3.7139, 3.8404)
N (-10.1108, 4.4222, 4.6242)
H (-8.5680, 3.3806, 2.0719)
H (-8.3820, 2.1355, 3.3001)
H (-9.8766, 2.2329, 2.3651)
C (4.6191, 6.2803, 4.2791)
C (5.0774, 5.6558, 5.5108)
N (5.4430, 5.1641, 6.4803)
H (4.1187, 7.2247, 4.4854)
H (5.4574, 6.4788, 3.6135)
H (3.9160, 5.6332, 3.7571)

E_LUMO, eV: -0.420
HOMO energy, Ha: -0.30677
E_tot, eV: -88327.6175
SMILES string: C=C[PH](CCCCCCCCCCCC)(COC(C)=O)P(O)(O)=S.CC#N.CC#N.CC#N.CC#N.CC#N.CC#N.CC#N.CC#N.CC#N

---

2.
Entry from the Open Molecules 2025 dataset: a 5-piece molecular cluster, C35H64BClF6IN2O8 overall in a non-equilibrium geometry (the ωB97M-V functional and the def2-TZVPD basis).

Positions of all 118 atoms, in Å:
C (-6.1207, 3.2642, -4.4132)
C (-5.3288, 2.7671, -3.0661)
O (-3.9645, 2.2656, -3.2916)
C (-4.1378, 0.8388, -3.6089)
C (-3.9879, -0.1604, -2.2826)
O (-3.5242, 0.5873, -1.0661)
C (-2.9237, -0.3161, -0.1069)
C (-1.3154, -0.3251, 0.1394)
C (-0.8273, -1.8255, 0.0539)
C (-1.4183, -3.1291, 0.7562)
O (-0.3669, -3.7323, 1.6688)
C (-2.8115, -3.2293, 1.5382)
F (-3.8807, -3.6379, 0.5494)
F (-2.7008, -4.4428, 2.4397)
F (-3.3375, -2.1701, 2.3573)
C (-0.5573, 0.3807, -1.1778)
C (0.8882, -0.0893, -1.7448)
C (1.6969, 1.0926, -2.5948)
C (3.3240, 0.9498, -2.3317)
I (1.4290, 0.6267, -4.7614)
N (-0.8584, 1.8448, -0.9110)
C (-1.1139, 2.1026, 0.4080)
C (-1.6097, 3.6326, 0.6163)
F (-0.5082, 4.6162, 0.9383)
F (-2.7953, 3.7875, 1.5424)
F (-2.1818, 4.2240, -0.6605)
C (-0.8330, 0.7697, 1.3153)
B (0.8155, 0.9693, 1.5615)
N (1.3734, 2.4026, 1.7442)
O (1.8242, -0.0968, 1.5664)
C (-1.3510, 0.5729, 2.8252)
Cl (-0.6146, -1.0785, 3.4258)
C (-0.8495, 1.4868, 4.0437)
C (-1.0288, 3.0914, 4.0227)
H (-5.4272, 3.6960, -5.2621)
H (-6.8285, 4.1585, -4.0777)
H (-6.8627, 2.4328, -4.8383)
H (-5.9465, 1.8762, -2.5792)
H (-5.2293, 3.6923, -2.3274)
H (-3.2876, 0.5420, -4.3925)
H (-5.1588, 0.6438, -4.1965)
H (-4.9876, -0.7429, -2.1081)
H (-3.1923, -0.9828, -2.6237)
H (-3.2170, -1.4086, -0.4894)
H (-3.4290, -0.0642, 0.9453)
H (0.3417, -1.8351, 0.3179)
H (-0.8341, -2.0840, -1.1194)
H (-1.4989, -4.0000, -0.0781)
H (-0.2485, -4.7028, 1.4293)
H (-1.2264, 0.1933, -2.1534)
H (1.6255, -0.5692, -0.9759)
H (0.6766, -0.9412, -2.5553)
H (1.3022, 2.1730, -2.3871)
H (3.9599, 1.2660, -3.2802)
H (3.6519, 1.6428, -1.4348)
H (3.6002, -0.1810, -2.0933)
H (-0.8740, 2.3916, -1.7911)
H (1.7410, 2.6765, 0.7836)
H (2.2184, 2.3654, 2.3562)
H (2.6255, 0.1523, 1.0001)
H (-2.5220, 0.3970, 2.8721)
H (-1.5098, 1.1294, 4.9810)
H (0.2579, 1.2756, 4.4454)
H (-0.3474, 3.6743, 3.2781)
H (-2.1726, 3.3364, 3.9622)
H (-0.6969, 3.4797, 5.1051)
C (-6.8428, -3.4595, 2.8912)
C (-6.9859, -4.9596, 2.8917)
C (-8.4888, -5.1345, 2.9070)
O (-9.0461, -4.0059, 2.2195)
C (-8.0116, -3.0302, 2.0317)
H (-5.8808, -3.1099, 2.5080)
H (-6.9669, -3.0745, 3.9104)
H (-6.5712, -5.3719, 1.9643)
H (-6.4908, -5.4484, 3.7346)
H (-8.8793, -5.1286, 3.9302)
H (-8.8083, -6.0587, 2.4169)
H (-7.7432, -3.0283, 0.9697)
H (-8.3872, -2.0385, 2.2986)
C (7.2925, 3.0623, 1.5200)
C (7.1494, 1.5622, 1.5205)
C (5.6465, 1.3873, 1.5358)
O (5.0892, 2.5159, 0.8482)
C (6.1236, 3.4916, 0.6605)
H (8.2545, 3.4119, 1.1367)
H (7.1684, 3.4473, 2.5391)
H (7.5641, 1.1499, 0.5931)
H (7.6445, 1.0734, 2.3634)
H (5.2560, 1.3932, 2.5590)
H (5.3270, 0.4631, 1.0457)
H (6.3920, 3.4935, -0.4016)
H (5.7481, 4.4832, 0.9273)
C (11.5092, 1.6766, 4.2793)
C (11.3661, 0.1765, 4.2798)
C (9.8631, 0.0016, 4.2951)
O (9.3058, 1.1302, 3.6076)
C (10.3403, 2.1059, 3.4198)
H (12.4711, 2.0262, 3.8961)
H (11.3850, 2.0616, 5.2985)
H (11.7807, -0.2358, 3.3524)
H (11.8611, -0.3123, 5.1227)
H (9.4727, 0.0075, 5.3183)
H (9.5436, -0.9226, 3.8050)
H (10.6087, 2.1078, 2.3578)
H (9.9647, 3.0976, 3.6867)
C (-2.1045, -2.4092, -7.6334)
C (-2.2228, -3.6243, -6.7501)
C (-2.3784, -3.0049, -5.3784)
O (-3.0414, -1.7465, -5.5628)
C (-3.0510, -1.4373, -6.9633)
H (-2.3589, -2.5995, -8.6791)
H (-1.0801, -2.0202, -7.5944)
H (-3.1274, -4.1859, -7.0113)
H (-1.3681, -4.3021, -6.8177)
H (-1.4043, -2.8053, -4.9195)
H (-2.9622, -3.6325, -4.6988)
H (-4.0761, -1.5676, -7.3270)
H (-2.7575, -0.3946, -7.1128)

E_LUMO, eV: -5.005
HOMO energy, Ha: -0.39320
E_tot, eV: -94279.0212
Total charge: +1

---

3.
Entry from the Open Molecules 2025 dataset: a 5-piece molecular cluster, C35H64Br8N5OS3 overall in a non-equilibrium geometry (the ωB97M-V functional and the def2-TZVPD basis).

Positions of all 116 atoms, in Å:
C (4.7605, 1.0993, 3.4854)
C (4.4679, 0.2082, 2.2826)
N (5.0318, -1.1577, 2.3631)
C (5.8236, -1.4927, 1.1599)
C (7.1152, -0.6662, 1.1169)
C (4.1561, -2.1092, 2.8419)
S (3.3135, -1.9061, 4.2268)
S (3.9636, -3.6809, 1.9733)
C (2.6063, -3.3761, 0.7868)
C (1.8473, -2.0496, 0.8849)
C (0.3709, -2.2000, 0.4788)
C (-0.0421, -1.8563, -0.9588)
C (0.9605, -2.0052, -2.1116)
C (0.5984, -0.8860, -3.0899)
C (-0.1529, 0.2419, -2.3481)
C (-1.1554, 0.7853, -3.3930)
C (-2.2107, 1.8327, -3.0308)
C (-1.7368, 3.2434, -2.6619)
S (-0.9055, 4.1331, -4.0017)
C (0.7903, 1.3554, -1.8618)
C (2.2879, 1.0538, -1.6610)
C (2.8802, 1.7239, -0.4095)
C (2.9627, 3.2409, -0.4759)
N (1.6526, 3.8764, -0.2164)
C (1.6759, 5.1257, 0.4262)
N (2.3805, 6.1206, 0.0967)
N (0.7484, 5.1798, 1.5188)
N (-0.7209, -0.5212, -1.1368)
C (-2.2166, -0.5375, -0.9158)
O (-2.5321, -1.4165, 0.0946)
C (-2.8430, -0.8702, 1.3394)
C (-2.1489, 0.1940, 1.8890)
C (-2.5231, 0.6700, 3.1352)
C (-3.5483, 0.0693, 3.8263)
C (-4.2270, -1.0117, 3.2741)
C (-3.8698, -1.4761, 2.0209)
H (4.1363, 0.8503, 4.3380)
H (4.5107, 2.1274, 3.2011)
H (5.8178, 1.0945, 3.7418)
H (4.9143, 0.6868, 1.4139)
H (3.3837, 0.1433, 2.1656)
H (5.2235, -1.2657, 0.2696)
H (6.0855, -2.5420, 1.1684)
H (7.8447, -1.1759, 0.4938)
H (6.9208, 0.3306, 0.7197)
H (7.4983, -0.5467, 2.1299)
H (1.9164, -4.2054, 0.9300)
H (3.0294, -3.4745, -0.2141)
H (1.8640, -1.6738, 1.9072)
H (2.3732, -1.3110, 0.2728)
H (0.0141, -3.2020, 0.7095)
H (-0.2046, -1.5471, 1.1411)
H (-0.7981, -2.6104, -1.1864)
H (0.8414, -2.9965, -2.5400)
H (1.9957, -1.9357, -1.7776)
H (-0.0093, -1.3470, -3.8702)
H (1.4613, -0.4995, -3.6312)
H (-0.5371, 1.2278, -4.1723)
H (-1.6684, -0.0500, -3.8711)
H (-2.9079, 1.5120, -2.2579)
H (-2.8235, 1.9461, -3.9292)
H (-1.1232, 3.2730, -1.7620)
H (-2.6217, 3.8339, -2.4223)
H (0.3590, 3.9962, -3.5897)
H (0.3998, 1.8033, -0.9443)
H (0.7209, 2.1413, -2.6103)
H (2.5221, -0.0065, -1.6092)
H (2.8484, 1.4614, -2.5050)
H (3.9059, 1.3550, -0.3306)
H (2.3636, 1.3856, 0.4949)
H (3.6707, 3.5856, 0.2854)
H (3.3679, 3.5483, -1.4417)
H (1.1264, 3.2745, 0.4051)
H (2.9528, 5.9204, -0.7214)
H (0.1048, 5.9433, 1.3423)
H (1.2516, 5.4224, 2.3644)
H (-0.3802, 0.0127, -0.3345)
H (-2.5215, 0.4766, -0.6694)
H (-2.6880, -0.8442, -1.8486)
H (-1.3368, 0.6795, 1.3590)
H (-2.0139, 1.5151, 3.5761)
H (-3.8294, 0.4235, 4.8079)
H (-5.0181, -1.4806, 3.8436)
H (-4.3815, -2.3152, 1.5673)
Br (-3.9567, 3.1069, -6.3975)
C (-2.6603, 3.0023, -7.8434)
C (-2.1896, 1.5928, -8.0788)
Br (-0.9165, 1.0148, -6.7208)
H (-1.8486, 3.6755, -7.5870)
H (-3.1807, 3.3728, -8.7232)
H (-1.6530, 1.5231, -9.0218)
H (-3.0028, 0.8751, -8.0691)
Br (10.7434, 0.3626, 1.0380)
C (11.0683, -0.7049, 2.6303)
C (11.5859, -2.0762, 2.2893)
Br (10.1764, -3.2318, 1.6084)
H (10.1321, -0.7444, 3.1776)
H (11.8052, -0.1521, 3.2080)
H (11.9638, -2.5704, 3.1810)
H (12.3605, -2.0486, 1.5305)
Br (-6.6359, -3.1247, 3.2347)
C (-8.4585, -3.8055, 3.1506)
C (-8.5410, -5.1220, 2.4289)
Br (-8.3646, -4.8960, 0.5036)
H (-9.0424, -3.0267, 2.6723)
H (-8.7748, -3.9180, 4.1850)
H (-9.5176, -5.5745, 2.5832)
H (-7.7657, -5.8168, 2.7339)
Br (-9.5134, -0.7523, 1.3671)
C (-11.4000, -1.1935, 1.1947)
C (-12.2067, -0.6351, 2.3352)
Br (-11.9352, -1.6603, 3.9655)
H (-11.4618, -2.2757, 1.1363)
H (-11.7180, -0.7612, 0.2491)
H (-13.2696, -0.7029, 2.1163)
H (-11.9450, 0.3924, 2.5639)

E_LUMO, eV: -1.934
HOMO energy, Ha: -0.36319
E_tot, eV: -639670.2821
Total charge: +1

---

E_LUMO of number 3 (C35H64Br8N5OS3)?
-1.934 eV